ORCA calculation (ωB97M-V with the def2-TZVPD basis set) on one molecule with the formula C6H6N4O.

* SMILES: Cc1cc(=O)nc(NC#N)[nH]1
* ΔE to the lowest compared entry with this formula, charge and spin: 341.3 kJ/mol
* orbital gap: 9.7 eV

Bonds (Å) are listed after each position.
CARTESIAN COORDINATES (ANGSTROEM)
1 C -0.5004 2.3335 0.0062  C2 1.540, H12 1.185, H13 1.285, H14 1.315
2 C -0.6957 0.8122 -0.1316  C1 1.540, C3 1.361, N11 1.341
3 C -1.8496 0.0900 -0.1129  C2 1.361, C4 1.515, H15 1.160
4 C -1.8245 -1.4243 -0.1171  C3 1.515, O5 1.140, N6 1.413
5 O -2.8087 -1.9995 -0.1023  C4 1.140
6 N -0.5419 -2.0101 -0.2075  C4 1.413, C7 1.251
7 C 0.4105 -1.2034 -0.1235  N6 1.251, N8 1.437, N11 1.353
8 N 1.7268 -1.6897 0.1843  C7 1.437, C9 1.269, H16 1.168
9 C 2.8057 -1.0918 -0.1130  N8 1.269, N10 1.183
10 N 3.6909 -0.3222 -0.2696  C9 1.183
11 N 0.4670 0.1463 -0.1908  C2 1.341, C7 1.353, H17 1.148
12 H -0.3813 2.7497 -1.0965  C1 1.185
13 H -1.4749 2.8610 0.6569  C1 1.285
14 H 0.7214 2.4282 0.4833  C1 1.315
15 H -2.8806 0.5657 0.1246  C3 1.160
16 H 1.7409 -2.7665 0.6374  N8 1.168
17 H 1.3947 0.5210 0.3720  N11 1.148